Entry P
C4H12KO4 | wB97M-V/def2-TZVPD

Geometry as ORCA input:
```
! RIJCOSX wB97M-V def2-TZVPD def2/J DEFGRID3
* xyz 1 1
K -1.17 0.68 1.32
O 2.63 2.07 2.29
O 1.38 0.16 0.19
O -2.80 0.26 -0.96
O -1.27 -1.84 0.14
C 2.62 2.13 0.86
C -3.17 -1.13 -1.06
C 2.69 0.76 0.25
C -1.90 -1.91 -1.13
H 3.39 0.12 0.79
H -3.84 -1.33 -1.90
H -1.27 -2.71 0.55
H -3.72 -1.40 -0.15
H 1.45 -0.74 0.54
H 3.52 2.25 2.60
H 3.12 0.80 -0.76
H -1.23 -1.43 -1.85
H 1.70 2.65 0.57
H -3.50 0.80 -1.34
H 3.45 2.73 0.51
H -2.07 -2.94 -1.47
*
```

As for the frontier orbital gap: 10.21 eV. The calculation puts the HOMO energy at -13.36 eV.

---

Entry Q
C4H12KO4 | wB97M-V/def2-TZVPD

Geometry as ORCA input:
```
! RIJCOSX wB97M-V def2-TZVPD def2/J DEFGRID3
* xyz 1 1
K -1.45 0.34 0.57
O -0.85 1.45 2.80
O -0.68 -1.00 -0.58
O 0.48 0.87 0.30
O -0.70 -2.13 -3.31
C 0.41 -2.03 -2.43
C 0.35 2.05 2.41
C 0.01 -2.12 -0.93
C 0.34 2.14 0.89
H -1.45 -0.93 -1.15
H 1.16 2.82 0.63
H 1.15 -2.81 -2.62
H -0.96 1.66 3.74
H 0.42 3.02 2.89
H 1.43 0.72 0.27
H -1.39 -1.59 -2.91
H -0.64 2.50 0.55
H 0.91 -2.31 -0.35
H -0.59 -3.02 -0.76
H 1.23 1.46 2.67
H 0.83 -1.06 -2.69
*
```

As for the frontier orbital gap: 10.25 eV. The calculation puts the HOMO energy at -13.67 eV.

---

Which of them is least stable? Easy: entry Q.

---

Entry P
C5H9ClN2 | wB97M-V/def2-TZVPD

Geometry as ORCA input:
```
! RIJCOSX wB97M-V def2-TZVPD def2/J DEFGRID3
* xyz 0 1
Cl -1.31 1.04 -0.66
N 1.32 1.41 1.05
N 0.95 -1.38 -0.81
C 1.85 -0.18 -0.86
C -2.17 -1.02 0.71
C 0.35 -0.98 0.43
C -1.07 -0.43 0.29
C 1.51 0.06 0.62
H 2.92 -0.46 -1.09
H 0.20 -1.71 1.17
H 2.24 -0.37 1.27
H -3.18 -0.66 0.45
H 1.55 0.61 -1.53
H 0.33 -1.46 -1.58
H 0.67 1.85 0.40
H -2.11 -1.96 1.30
H 1.01 1.41 1.99
*
```

As for the frontier orbital gap: 9.86 eV. The calculation puts the HOMO energy at -9.00 eV.

---

Entry Q
C5H9ClN2 | wB97M-V/def2-TZVPD

Geometry as ORCA input:
```
! RIJCOSX wB97M-V def2-TZVPD def2/J DEFGRID3
* xyz 0 1
Cl -2.59 0.64 -1.34
N 0.67 -1.13 -0.54
N -0.51 -1.81 -0.18
C 1.01 0.14 -0.24
C -1.56 0.47 0.07
C 2.42 0.57 -0.54
C -1.47 -1.09 0.58
C -0.13 1.14 0.09
H -0.25 1.90 -0.60
H 3.18 0.74 0.45
H -0.17 1.45 1.16
H 2.62 1.30 -1.39
H -2.06 1.08 0.93
H -1.02 -0.78 1.72
H -2.51 -1.39 0.75
H -0.40 -2.86 -0.03
H 2.77 -0.39 -0.89
*
```

As for the frontier orbital gap: 9.26 eV. The calculation puts the HOMO energy at -8.42 eV.

---

Which of them is least stable? Easy: entry Q.

---

Entry P
C2H5N2 | wB97M-V/def2-TZVPD

Geometry as ORCA input:
```
! RIJCOSX wB97M-V def2-TZVPD def2/J DEFGRID3
* xyz 1 1
N 1.14 -0.72 -0.02
N -0.71 0.11 -0.05
C -1.79 -0.50 0.04
C 2.02 0.11 -0.03
H 2.97 -0.49 -0.06
H -2.76 0.03 0.10
H -0.70 1.22 -0.08
H 2.01 1.27 0.05
H -1.78 -1.56 0.27
*
```

As for the frontier orbital gap: 9.90 eV. The calculation puts the HOMO energy at -16.30 eV.

---

Entry Q
C2H5N2 | wB97M-V/def2-TZVPD

Geometry as ORCA input:
```
! RIJCOSX wB97M-V def2-TZVPD def2/J DEFGRID3
* xyz 1 1
N -1.73 0.09 0.23
N 0.66 -0.56 0.25
C -0.43 0.01 0.12
C 0.91 0.86 0.18
H 2.86 -2.24 0.12
H 1.22 1.46 0.96
H -2.10 0.98 0.51
H 1.10 1.23 -0.74
H -2.16 -0.80 0.35
*
```

As for the frontier orbital gap (alpha / beta): 12.56 / 5.90 eV. The calculation puts the HOMO energy (alpha / beta) at -16.54 / -14.63 eV.

---

Entry R
C2H5N2 | wB97M-V/def2-TZVPD

Geometry as ORCA input:
```
! RIJCOSX wB97M-V def2-TZVPD def2/J DEFGRID3
* xyz 1 1
N 0.95 0.53 -0.15
N -0.57 0.64 0.48
C -1.54 0.01 -0.13
C 1.94 -0.17 0.11
H -2.23 0.80 -0.26
H 2.23 -0.93 0.73
H -2.36 -0.53 0.36
H 2.80 0.42 -0.34
H -1.21 -0.78 -0.81
*
```

As for the frontier orbital gap (alpha / beta): 8.02 / 8.12 eV. The calculation puts the HOMO energy (alpha / beta) at -16.17 / -16.19 eV.

---

Which of them is least stable? Easy: entry R.

---

Entry P
C2H2NPS | wB97M-V/def2-TZVPD

Geometry as ORCA input:
```
! RIJCOSX wB97M-V def2-TZVPD def2/J DEFGRID3
* xyz 0 1
S -1.24 1.41 0.00
P -1.99 -0.55 0.01
N -0.60 -1.31 0.00
C 0.52 0.74 -0.01
C 0.54 -0.60 -0.01
H 1.30 1.47 0.01
H 1.47 -1.15 -0.01
*
```

As for the frontier orbital gap: 9.19 eV. The calculation puts the HOMO energy at -9.46 eV.

---

Entry Q
C2H2NPS | wB97M-V/def2-TZVPD

Geometry as ORCA input:
```
! RIJCOSX wB97M-V def2-TZVPD def2/J DEFGRID3
* xyz 0 1
S -1.42 -0.31 2.48
P 0.23 0.11 -1.72
N -0.39 -0.93 1.55
C 0.24 1.68 -1.62
C 0.23 -1.36 0.65
H 1.00 -1.94 0.39
H 0.11 2.74 -1.72
*
```

As for the frontier orbital gap: 8.27 eV. The calculation puts the HOMO energy at -8.66 eV.

---

Which of them is least stable? Easy: entry Q.

---

Entry P
C4H7N2S | wB97M-V/def2-TZVPD

Geometry as ORCA input:
```
! RIJCOSX wB97M-V def2-TZVPD def2/J DEFGRID3
* xyz 1 1
S 3.17 -1.17 -0.63
N 0.54 -0.83 -0.13
N -1.82 -1.10 -0.41
C 1.92 1.24 -0.14
C -2.80 -1.38 0.29
C -0.62 -0.32 -0.04
C 1.79 -0.23 -0.32
H -3.15 -1.07 1.37
H 1.48 1.39 0.78
H 1.05 1.82 -0.79
H -3.68 -1.92 -0.15
H -0.81 0.79 -0.09
H 2.95 1.59 -0.22
H 0.65 -1.87 -0.34
*
```

As for the frontier orbital gap (alpha / beta): 7.37 / 7.37 eV. The calculation puts the HOMO energy (alpha / beta) at -13.49 / -13.49 eV.

---

Entry Q
C4H7N2S | wB97M-V/def2-TZVPD

Geometry as ORCA input:
```
! RIJCOSX wB97M-V def2-TZVPD def2/J DEFGRID3
* xyz 1 1
S -2.59 0.57 0.77
N 2.06 -0.48 -0.18
N -0.13 0.02 -0.16
C 0.49 0.42 0.93
C 1.76 0.18 0.96
C 0.92 -0.69 -0.87
C -1.50 0.07 -0.62
H 0.74 -1.22 -1.77
H -1.44 0.92 -1.37
H -3.85 0.35 0.13
H 3.04 -0.77 -0.26
H 0.05 1.06 1.66
H 2.42 0.35 1.87
H -1.98 -0.79 -1.08
*
```

As for the frontier orbital gap: 9.31 eV. The calculation puts the HOMO energy at -13.20 eV.

---

Which of them is least stable? Easy: entry P.

---

Entry P
C4H7N2S | wB97M-V/def2-TZVPD

Geometry as ORCA input:
```
! RIJCOSX wB97M-V def2-TZVPD def2/J DEFGRID3
* xyz 1 1
S -1.57 2.11 -1.50
N 0.74 -0.71 -0.28
N -0.05 -0.01 -2.17
C 0.23 0.67 0.00
C 0.61 -1.00 -1.55
C -0.44 1.01 -1.29
C -0.63 0.75 1.26
H 1.10 1.24 0.07
H -0.47 -0.02 -3.15
H 0.90 -1.27 0.53
H 0.76 -2.04 -2.05
H -0.44 0.21 2.20
H -0.54 1.80 1.64
H -1.67 0.50 0.84
*
```

As for the frontier orbital gap: 8.35 eV. The calculation puts the HOMO energy at -13.45 eV.

---

Entry Q
C4H7N2S | wB97M-V/def2-TZVPD

Geometry as ORCA input:
```
! RIJCOSX wB97M-V def2-TZVPD def2/J DEFGRID3
* xyz 1 1
S 1.98 0.06 0.68
N -1.69 -1.42 -0.99
N 0.48 -0.23 0.41
C -0.98 -0.74 -1.79
C -0.10 -1.33 0.87
C 2.31 1.77 0.06
C -1.17 -1.90 0.23
H 0.19 -1.79 1.72
H 2.14 2.47 0.84
H -1.35 -0.42 -2.73
H 3.24 1.79 -0.32
H 1.61 1.98 -0.75
H -2.62 -1.72 -1.18
H -1.63 -2.84 0.50
*
```

As for the frontier orbital gap (alpha / beta): 7.65 / 5.81 eV. The calculation puts the HOMO energy (alpha / beta) at -13.62 / -12.24 eV.

---

Which of them is least stable? Easy: entry Q.

---

Entry P
C24H54F27N3O9P3 | wB97M-V/def2-TZVPD

Geometry as ORCA input:
```
! RIJCOSX wB97M-V def2-TZVPD def2/J DEFGRID3
* xyz -3 1
P 2.49 2.00 3.15
P 2.58 0.88 -4.09
P -4.04 0.28 2.37
F -3.97 -0.33 3.95
F 1.11 1.26 -4.67
F 4.08 0.56 -3.43
F -2.44 -0.23 2.28
F 3.67 -1.93 3.17
F 3.50 3.04 2.57
F 2.97 8.15 -1.43
F -3.60 -2.30 -3.27
F -5.67 0.59 2.66
F 2.39 1.82 -2.72
F 1.92 -0.36 -3.33
F 1.36 0.86 3.62
F -4.49 -1.15 1.73
F 0.93 8.21 -2.17
F 1.34 2.78 2.37
F 4.17 -3.67 1.93
F 2.89 -0.17 -5.29
F -2.76 -3.96 -2.56
F 2.80 1.06 1.86
F -3.74 1.59 3.19
F -4.07 1.16 1.00
F 3.15 2.12 -4.91
F -1.92 -3.11 -4.23
F 2.15 6.45 -2.08
F 3.65 1.24 3.94
F 2.19 2.97 4.39
F 3.04 -1.85 1.18
O -0.76 -5.20 0.49
O -0.15 2.40 -0.55
O -0.08 6.84 0.14
O 0.59 -2.64 2.68
O -5.55 -3.84 -4.25
O -4.11 -3.73 -5.95
O 4.69 5.13 -1.85
O 1.97 -3.81 4.11
O 2.06 6.21 0.85
N -1.80 -4.84 3.14
N 3.08 3.42 -0.09
N 0.14 -0.12 1.03
C 1.34 7.13 0.01
C -7.54 -3.98 -3.19
C -1.04 1.29 -0.72
C -6.02 -4.09 -2.93
C -0.24 -0.01 -0.45
C 4.91 3.71 -1.74
C 3.21 -2.74 2.24
C -4.17 -4.14 -4.60
C -0.07 -5.79 -0.57
C 4.82 5.57 -3.22
C 1.80 7.52 -1.43
C 2.04 -5.63 5.77
C -2.44 7.13 0.07
C 1.86 -3.33 2.72
C -3.35 -3.76 1.52
C 2.65 -5.05 4.41
C 4.56 3.17 -0.33
C -0.61 3.54 -1.35
C -1.97 -5.93 0.80
C -2.69 -5.08 1.95
C -1.00 -1.25 -0.77
C -1.05 7.86 0.15
C -3.07 -3.42 -3.65
C 4.88 1.70 -0.19
H -1.86 -6.96 1.14
H 4.97 1.33 0.83
H 5.05 3.67 0.50
H 4.34 6.54 -3.28
H 5.85 5.75 -3.52
H 1.10 -6.10 5.50
H 1.01 -5.71 -0.52
H 2.73 3.13 0.81
H -1.90 1.36 -0.05
H -3.73 -3.22 2.39
H -4.18 -3.82 0.83
H 3.70 -4.83 4.55
H -0.26 -2.03 -0.60
H 0.71 0.05 -0.99
H -4.11 -5.23 -4.55
H 1.48 8.10 0.48
H -0.99 8.45 -0.76
H 4.22 1.04 -0.75
H -0.46 -5.34 -1.49
H -0.41 3.41 -2.42
H -2.54 6.59 1.01
H -3.34 7.76 0.03
H -2.22 -4.35 3.92
H 0.72 0.64 1.37
H -5.59 -3.31 -2.30
H 4.26 4.83 -3.80
H -2.69 -3.09 0.97
H 1.82 -4.77 6.40
H -1.69 3.66 -1.33
H -8.14 -3.91 -2.28
H 2.56 2.97 -0.83
H -0.99 -4.31 2.86
H -5.83 -5.10 -2.58
H 2.68 4.35 -0.08
H 5.91 1.49 -0.46
H -1.38 -1.23 -1.79
H -3.47 -5.73 2.35
H -0.14 -6.88 -0.53
H -1.06 8.41 1.09
H -1.42 -5.72 3.46
H -0.03 4.39 -1.00
H -7.81 -4.81 -3.84
H -7.69 -3.02 -3.70
H 1.74 -4.20 2.06
H 2.73 -6.35 6.20
H -2.65 6.53 -0.81
H -1.47 1.31 -1.72
H -1.94 -1.45 -0.25
H -2.68 -6.06 -0.02
H -0.74 -0.20 1.51
H 4.20 3.20 -2.39
H 5.92 3.46 -2.07
H 0.57 -1.00 1.27
H 2.52 -5.89 3.72
*
```

As for the frontier orbital gap: 4.53 eV. The calculation puts the HOMO energy at -0.69 eV.

---

Entry Q
C24H54F27N3O9P3 | wB97M-V/def2-TZVPD

Geometry as ORCA input:
```
! RIJCOSX wB97M-V def2-TZVPD def2/J DEFGRID3
* xyz -3 1
P 3.95 -1.27 -4.32
P -0.86 -4.53 1.86
P -0.55 1.36 3.44
F -1.63 2.56 3.83
F -1.72 0.33 3.02
F -1.05 -3.76 0.44
F 7.05 -4.19 1.71
F -3.06 -2.05 -0.74
F 3.55 -0.90 -5.81
F 4.45 -1.60 -2.84
F -0.42 1.79 1.86
F 0.63 0.35 2.99
F 6.95 -5.98 0.45
F -0.63 -5.21 3.37
F -0.49 0.72 4.88
F 6.01 -4.07 -0.21
F -1.10 7.46 -2.23
F -2.44 -4.81 1.90
F 2.58 -2.06 -4.11
F 0.61 2.35 3.87
F -1.60 9.33 -3.20
F -5.00 -1.78 -1.75
F -3.34 -0.75 -2.50
F 3.22 0.05 -3.87
F 5.37 -0.50 -4.61
F -1.14 -3.08 2.55
F 0.71 -4.20 1.84
F -0.60 -5.96 1.18
F 4.59 -2.70 -4.79
F -3.06 7.73 -3.13
O 4.19 -6.33 0.85
O 2.79 -1.59 0.95
O -3.56 9.77 -1.38
O -2.81 0.63 -0.28
O -4.78 4.51 -1.32
O 3.67 -6.59 -2.72
O -4.75 -0.11 0.62
O -1.55 9.29 -0.36
O 4.42 -4.32 2.00
N -0.09 -1.01 0.60
N -2.77 3.37 0.50
N 2.37 -4.91 -0.57
C 6.24 -4.84 0.81
C -4.08 0.08 -0.48
C -5.13 4.08 -0.05
C 5.05 -5.46 1.50
C 0.95 -1.20 -0.53
C -4.13 -0.62 1.90
C -3.52 5.74 1.00
C -3.95 4.27 0.86
C 2.29 -0.59 0.04
C 4.18 -1.37 1.13
C 0.49 -0.63 -1.88
C 3.22 -3.54 3.89
C -2.10 8.30 -2.41
C -3.87 -1.20 -1.36
C 1.86 -5.25 -1.94
C 2.97 -5.38 -2.94
C -2.70 8.87 -1.14
C 5.05 -6.55 -2.89
C 3.56 -4.75 3.08
C -4.99 -1.84 2.18
C -5.57 5.56 -1.92
C -1.81 10.38 0.46
C -0.59 10.79 1.31
C 0.77 -4.24 -2.52
H -4.18 3.83 1.80
H -4.30 6.31 1.50
H 1.34 -3.35 -2.78
H -2.39 3.80 -0.35
H 4.49 -2.15 1.76
H 0.65 0.44 -2.00
H 2.96 -2.69 3.23
H 3.46 -5.77 0.27
H 0.33 -4.74 -3.38
H -3.13 7.84 -0.74
H 0.97 -1.10 -2.78
H 3.67 -4.55 -2.92
H -4.20 0.23 2.61
H 2.65 -5.19 2.62
H 2.50 -5.40 -3.99
H 2.94 -0.47 -0.78
H 2.09 0.31 0.55
H -4.52 -2.63 1.59
H -6.60 5.53 -1.58
H -5.50 3.05 0.01
H -5.98 4.68 0.24
H 5.46 -5.64 -2.36
H 2.38 -3.78 4.51
H -0.12 9.85 1.70
H -3.09 1.55 0.08
H 0.09 11.30 0.64
H -5.09 6.57 -1.90
H 5.45 -7.45 -2.43
H 5.35 -6.42 -3.96
H -2.71 10.24 1.13
H -3.39 6.03 0.00
H 4.71 -1.51 0.18
H -3.10 -0.98 1.87
H 5.63 -5.98 2.26
H -4.64 0.77 -1.12
H -0.56 -0.85 -2.09
H -6.05 -1.75 1.87
H 1.41 -6.23 -1.85
H -5.00 -2.14 3.22
H -0.77 -1.78 0.60
H 0.36 -0.95 1.50
H 4.11 -5.45 3.67
H -0.90 11.41 2.17
H 4.30 -0.39 1.49
H -5.55 5.31 -2.97
H -2.12 3.46 1.31
H -2.66 5.91 1.66
H 4.15 -3.27 4.45
H 1.22 -2.28 -0.52
H -0.57 -0.11 0.42
H 1.62 -4.82 0.10
H 2.70 -3.90 -0.61
H -2.06 11.36 -0.08
H -0.08 -4.03 -1.88
*
```

As for the frontier orbital gap: 6.87 eV. The calculation puts the HOMO energy at -1.37 eV.

---

Which of them is least stable? Easy: entry P.

---

Entry P
C2H4O2S2 | wB97M-V/def2-TZVPD

Geometry as ORCA input:
```
! RIJCOSX wB97M-V def2-TZVPD def2/J DEFGRID3
* xyz 0 1
S 0.13 -0.13 1.48
S -1.84 0.72 -0.55
O -1.71 1.56 -2.01
O -0.86 -1.16 1.82
C 1.43 -0.96 0.43
C -0.36 0.80 0.04
H -1.80 2.52 -1.97
H 1.10 -1.98 0.25
H 1.55 -0.41 -0.50
H 2.36 -0.95 0.99
*
```

As for the frontier orbital gap: 8.73 eV. The calculation puts the HOMO energy at -9.23 eV.

---

Entry Q
C2H4O2S2 | wB97M-V/def2-TZVPD

Geometry as ORCA input:
```
! RIJCOSX wB97M-V def2-TZVPD def2/J DEFGRID3
* xyz 0 1
S -0.80 -0.05 2.58
S -0.38 1.59 -0.73
O 0.15 0.77 3.28
O -1.42 -1.07 3.34
C 0.39 0.25 0.23
C -0.30 -0.72 1.12
H 1.22 0.66 0.86
H 0.74 -0.31 -0.55
H -1.07 0.63 -1.37
H -1.27 -1.35 0.58
*
```

As for the frontier orbital gap (alpha / beta): 7.60 / 7.60 eV. The calculation puts the HOMO energy (alpha / beta) at -9.69 / -9.69 eV.

---

Which of them is least stable? Easy: entry Q.